No. 1
A molecular structure, C31H31N4NiOS2Te, computed with ωB97M-V with the def2-TZVPD basis set.

- multiplicity = 2
- lowest unoccupied orbital energy (spin up / spin down) (Ha) = -0.03416 / -0.03465
- ΔE to the lowest compared entry with this formula, charge and spin (kcal per mole) = 1.2
- net charge = 0

Geometry as XYZ:
```
71
C31H31N4NiOS2Te | OMol25 | ωB97M-V with the def2-TZVPD basis set
Ni 3.0529 -0.4403 0.5153
C 3.9203 -4.8960 -1.9124
S 5.3429 -4.0564 -1.1910
C 4.6158 -2.6582 -0.4438
S 3.0354 -2.1034 -0.8839
N 5.4084 -2.0678 0.4183
N 4.8328 -0.9198 0.8764
C 5.4925 -0.1330 1.6394
C 4.7755 1.0816 2.0441
C 5.3030 2.0438 2.8835
C 4.5377 3.1668 3.1701
C 3.2847 3.2915 2.5997
C 2.8194 2.2773 1.7723
N 3.5397 1.1966 1.5105
H 4.3267 -5.7767 -2.4073
H 3.4192 -4.2698 -2.6456
H 3.2229 -5.2006 -1.1363
H 6.5147 -0.3481 1.9301
H 6.2921 1.9116 3.2997
H 4.9220 3.9351 3.8277
H 2.6605 4.1522 2.7909
H 1.8456 2.3216 1.3039
C -6.3215 2.8089 -3.5965
C -4.9786 2.3214 -3.1237
C -4.3279 1.2745 -3.7586
C -3.0874 0.8104 -3.3305
C -2.4700 -0.3397 -4.0847
C -2.4844 1.4116 -2.2163
Te -0.5428 0.7471 -1.5601
N 1.2918 0.0325 0.1857
C 0.4424 0.2824 1.1155
O -0.7395 0.7890 0.8661
C 0.6963 0.0848 2.5939
C 0.0251 0.8826 3.5170
C 0.3149 0.7920 4.8710
C 1.2679 -0.1114 5.3231
C 1.9187 -0.9336 4.4133
C 1.6329 -0.8318 3.0602
C -1.1552 -1.2510 -1.2797
C -0.2727 -2.1838 -1.8132
C -0.5277 -3.5415 -1.7193
C -1.6879 -3.9663 -1.0922
C -2.5668 -3.0336 -0.5644
C -2.3302 -1.6604 -0.6403
C -3.3345 -0.7208 -0.0279
C -3.1206 2.4766 -1.5639
C -2.5527 3.1827 -0.3571
C -4.3554 2.9116 -2.0342
H -6.6438 2.2737 -4.4888
H -6.2902 3.8739 -3.8319
H -7.0807 2.6672 -2.8252
H -4.7923 0.8054 -4.6201
H -2.8248 -0.3477 -5.1152
H -2.7353 -1.2956 -3.6273
H -1.3812 -0.2839 -4.1017
H -0.7222 1.5762 3.1553
H -0.2082 1.4250 5.5769
H 1.4905 -0.1847 6.3800
H 2.6467 -1.6579 4.7572
H 2.1060 -1.5040 2.3527
H 0.6308 -1.8434 -2.3041
H 0.1773 -4.2543 -2.1276
H -1.9093 -5.0227 -1.0064
H -3.4673 -3.3732 -0.0658
H -3.9858 -1.2707 0.6514
H -3.9608 -0.2557 -0.7918
H -2.8348 0.0684 0.5308
H -1.7148 2.6556 0.0916
H -3.3231 3.2810 0.4098
H -2.2279 4.1918 -0.6226
H -4.8478 3.7333 -1.5222
```

No. 2
A molecular structure, C43H54N8O5PS2SbV, computed with ωB97M-V with the def2-TZVPD basis set.

- multiplicity = 2
- lowest unoccupied orbital energy (spin up / spin down) (Ha) = -0.25842 / -0.23303
- net charge = +2

Geometry as XYZ:
```
115
C43H54N8O5PS2SbV | OMol25 | ωB97M-V with the def2-TZVPD basis set
V 0.2113 -0.3060 0.3965
N -1.5297 7.3308 -0.6588
C -1.7857 6.0581 -0.2591
C -2.0560 5.7751 1.0924
C -2.2541 4.4816 1.5113
C -2.2041 3.4442 0.5816
C -1.9355 3.6982 -0.7634
C -1.7402 4.9946 -1.1805
S -2.2950 1.7994 1.1253
O -2.6742 1.7187 2.5037
O -3.0464 0.9973 0.1949
N -0.7008 1.2259 1.0059
C 0.1448 1.6373 2.0241
N 1.1386 0.7602 2.1362
C 2.0520 0.9619 3.0843
C 1.9575 2.0468 3.9268
C 0.9002 2.9205 3.7024
N -0.0070 2.7264 2.7513
H -1.6988 8.0950 -0.0294
H -1.4747 7.5506 -1.6367
H -2.1105 6.5903 1.8032
H -2.4532 4.2510 2.5478
H -1.8830 2.8827 -1.4745
H -1.5550 5.2026 -2.2274
H 2.8464 0.2305 3.1648
H 2.6725 2.2119 4.7184
H 0.7717 3.8180 4.2973
C -3.7869 0.9309 -2.9958
O -2.4935 0.8209 -2.3836
C -2.1668 -0.2538 -1.7073
O -1.0074 -0.2907 -1.2316
N -3.0076 -1.2868 -1.7149
N -2.6720 -2.4604 -0.9993
H -3.7678 1.8640 -3.5474
H -4.5653 0.9767 -2.2325
H -3.9587 0.1023 -3.6826
H -3.9982 -1.0919 -1.7113
H -1.6592 -2.4588 -0.9246
H -2.9220 -3.2413 -1.5992
C -0.5923 -5.6573 -0.4588
C 0.3340 -4.4522 -0.2892
C 1.5944 -4.8593 0.4828
C 0.6412 -3.8464 -1.6676
C 1.6852 -4.6651 -2.4482
O 2.7290 -3.7215 -2.7119
C 2.3282 -2.5238 -2.2328
N 1.2051 -2.4780 -1.6331
C 3.2572 -1.4181 -2.5781
C 4.3360 -1.7646 -3.4070
C 5.2065 -0.8202 -3.9134
C 5.0162 0.5152 -3.6085
C 3.9783 0.8743 -2.7716
C 3.0977 -0.0699 -2.2298
P 1.7509 0.7306 -1.2605
C 2.6453 1.9626 -0.2537
C 3.9344 1.6984 0.2133
C 4.5896 2.6135 1.0230
C 3.9615 3.7967 1.3856
C 2.6677 4.0520 0.9530
C 2.0049 3.1359 0.1497
C 0.9655 1.6295 -2.6437
C 1.0882 2.9968 -2.8707
C 0.5134 3.5652 -4.0002
C -0.1704 2.7772 -4.9123
C -0.2539 1.4047 -4.7134
C 0.3117 0.8340 -3.5877
H -0.8606 -6.0766 0.5111
H -0.0888 -6.4437 -1.0258
H -1.5145 -5.4033 -0.9863
H -0.1755 -3.6836 0.2984
H 1.9050 -5.8735 0.2313
H 1.4022 -4.8389 1.5557
H 2.4327 -4.1884 0.2791
H -0.2919 -3.7843 -2.2362
H 1.3126 -5.0551 -3.3935
H 2.1138 -5.4822 -1.8741
H 4.4779 -2.8001 -3.6637
H 6.0212 -1.1254 -4.5560
H 5.6654 1.2763 -4.0205
H 3.8424 1.9195 -2.5369
H 4.4350 0.7809 -0.0677
H 5.5982 2.4097 1.3588
H 4.4770 4.5153 2.0093
H 2.1717 4.9716 1.2376
H 0.9842 3.3385 -0.1579
H 1.6433 3.6280 -2.1927
H 0.6152 4.6296 -4.1691
H -0.6206 3.2254 -5.7884
H -0.7515 0.7814 -5.4455
H 0.2698 -0.2392 -3.4367
S 4.0461 -2.0229 1.6874
C 2.5884 -1.6984 1.2591
N 1.4674 -1.4452 0.8829
C -3.0117 -4.5469 1.6624
C -1.9293 -3.8072 2.4382
Sb -1.8703 -1.6465 2.1711
C -3.9574 -1.3212 2.6489
C -4.2779 -1.6884 4.0912
C -0.7618 -1.1724 3.9880
C -0.9736 -2.0589 5.2132
H -3.0550 -5.5852 1.9963
H -2.8209 -4.5472 0.5911
H -3.9980 -4.1158 1.8329
H -0.9361 -4.2043 2.2253
H -2.1028 -3.9108 3.5091
H -4.5042 -1.9405 1.9389
H -4.1762 -0.2769 2.4474
H -3.9787 -2.7080 4.3363
H -5.3559 -1.6207 4.2489
H -3.8016 -0.9999 4.7872
H -1.0072 -0.1311 4.2110
H 0.2789 -1.2207 3.6670
H -1.9619 -1.9250 5.6455
H -0.2423 -1.7983 5.9809
H -0.8335 -3.1148 4.9858
```

No. 3
10 unconnected molecules or ions with the total composition C56H141N9O20, computed with ωB97M-V with the def2-TZVPD basis set.

- lowest unoccupied orbital energy (Ha) = 0.01957
- ΔE to the lowest compared entry with this formula, charge and spin (kcal per mole) = 27.7
- structure (SMILES) = COCCNCCOC.COCCNCCOC.COCCNCCOC.COCCNCCOC.COCCNCCOC.COCCNCCOC.COCCNCCOC.COCCNCCOC.COCCNCCOC.OCCO
- net charge = 0

Geometry as XYZ:
```
226
C56H141N9O20 | OMol25 | ωB97M-V with the def2-TZVPD basis set
C -9.1875 5.2814 -7.3202
O -8.8334 3.9929 -7.8929
C -9.7402 3.4502 -8.8619
C -9.1996 2.0388 -9.3260
N -8.1320 2.1064 -10.3592
C -6.9440 2.7814 -9.9170
C -5.7864 2.7588 -10.9558
O -5.4495 4.1288 -11.2646
C -4.3385 4.3238 -12.1064
H -9.2521 5.9867 -8.1488
H -8.3277 5.5763 -6.7188
H -10.0644 5.2954 -6.6729
H -9.8144 4.1527 -9.6920
H -10.7022 3.2643 -8.3842
H -10.0687 1.5169 -9.7265
H -8.7965 1.4524 -8.5004
H -7.8408 1.1502 -10.5040
H -6.6179 2.5169 -8.9111
H -7.1531 3.8388 -9.7546
H -6.1287 2.2883 -11.8775
H -4.9311 2.3151 -10.4462
H -4.5035 3.8362 -13.0672
H -3.4395 3.8721 -11.6869
H -4.1187 5.3913 -12.1143
C 4.0063 7.1007 -8.7448
O 2.9462 7.5240 -7.9201
C 2.6594 6.7191 -6.8464
C 1.3211 6.0328 -7.1820
N 1.2638 5.0183 -8.2560
C 2.0104 3.8079 -7.8757
C 2.2399 3.0607 -9.1648
O 2.6527 3.9186 -10.2072
C 2.8356 3.2297 -11.4842
H 4.9616 7.1183 -8.2201
H 4.1620 7.8054 -9.5616
H 3.7529 6.1199 -9.1473
H 2.4759 7.2704 -5.9242
H 3.4846 6.0791 -6.5338
H 0.5495 6.7520 -7.4566
H 0.9774 5.5620 -6.2609
H 1.7809 5.3603 -9.0533
H 1.3909 3.1857 -7.2299
H 2.9444 4.0135 -7.3526
H 1.3715 2.5458 -9.5756
H 3.0612 2.3927 -8.9054
H 3.6388 2.5060 -11.3460
H 3.1113 3.9709 -12.2343
H 1.9209 2.6474 -11.5955
C 5.6399 1.3497 -16.7030
O 4.3690 0.8434 -16.4789
C 4.2069 -0.1543 -15.4800
C 2.8297 -0.8985 -15.6207
N 1.6619 -0.2184 -15.0977
C 0.5726 -1.1335 -14.8503
C -0.7884 -0.4250 -14.5011
O -0.7767 0.3045 -13.2410
C -2.0032 0.9514 -12.9692
H 6.5000 0.7064 -16.5173
H 5.8722 2.1711 -16.0252
H 5.7170 1.7606 -17.7096
H 4.4196 0.2298 -14.4823
H 5.0293 -0.8624 -15.5825
H 3.0171 -1.8685 -15.1603
H 2.6622 -1.0998 -16.6788
H 1.8576 0.2654 -14.2330
H 0.8319 -1.6975 -13.9543
H 0.4112 -1.8670 -15.6402
H -1.5351 -1.2191 -14.5073
H -1.1160 0.2389 -15.3010
H -2.8151 0.2505 -12.7753
H -2.1770 1.6811 -13.7600
H -1.9266 1.5616 -12.0693
C -5.6155 6.0403 -8.7272
O -4.3187 6.6154 -8.4894
C -4.1002 7.1086 -7.1438
C -2.8369 8.0335 -6.9100
N -2.9868 9.4341 -7.3655
C -1.7080 10.2086 -7.1825
C -1.6668 11.5579 -7.9547
O -0.2912 11.9347 -8.2387
C -0.1925 13.2138 -8.8518
H -5.6275 5.0402 -8.2937
H -5.8074 6.0531 -9.8001
H -6.4391 6.6102 -8.2972
H -3.9374 6.2117 -6.5461
H -5.0008 7.6172 -6.7998
H -1.9753 7.5147 -7.3304
H -2.6937 8.0995 -5.8314
H -3.2222 9.4762 -8.3468
H -0.8852 9.6917 -7.6763
H -1.4827 10.3845 -6.1307
H -2.1290 12.3763 -7.4028
H -2.2125 11.4495 -8.8920
H -0.6646 13.9508 -8.2022
H -0.5771 13.2658 -9.8704
H 0.8626 13.4530 -8.9841
C -6.1805 -0.8066 -9.6060
O -6.7545 -0.3094 -10.8565
C -5.9273 -0.6783 -11.9842
C -5.6302 -2.1896 -12.1734
N -6.8489 -2.9365 -12.3563
C -6.5163 -4.2885 -12.8766
C -6.9712 -4.5458 -14.3137
O -6.5680 -5.8881 -14.7448
C -7.0433 -6.3465 -16.0366
H -6.1505 -1.8946 -9.5463
H -6.7123 -0.4610 -8.7196
H -5.1846 -0.3938 -9.4454
H -4.9924 -0.1204 -12.0371
H -6.5500 -0.3307 -12.8086
H -5.1512 -2.5951 -11.2822
H -4.9020 -2.2935 -12.9777
H -7.2585 -3.0697 -11.4427
H -6.8958 -5.0661 -12.2138
H -5.4886 -4.6397 -12.7842
H -6.5796 -3.7811 -14.9846
H -8.0548 -4.4477 -14.3803
H -7.1090 -7.4251 -16.1791
H -6.5565 -5.8680 -16.8864
H -8.0875 -6.0372 -16.0837
C 0.3595 0.3073 -7.0591
O 0.8649 -0.9920 -7.3956
C 1.3968 -1.7547 -6.2973
C 2.5698 -2.6895 -6.7836
N 2.9788 -3.5128 -5.6441
C 3.4523 -2.8567 -4.4325
C 4.1216 -3.9288 -3.5472
O 5.2758 -4.4687 -4.2386
C 5.8262 -5.6539 -3.6496
H -0.6051 0.2259 -6.5582
H 0.0352 0.9044 -7.9113
H 1.0718 0.8380 -6.4274
H 0.6774 -2.4231 -5.8242
H 1.6660 -0.9968 -5.5617
H 3.3907 -2.0063 -7.0013
H 2.4466 -3.3023 -7.6766
H 3.7176 -4.1343 -5.9409
H 2.6520 -2.4660 -3.8040
H 4.1150 -2.0058 -4.5907
H 3.3457 -4.6474 -3.2836
H 4.5520 -3.4848 -2.6496
H 5.0450 -6.4120 -3.5934
H 6.2780 -5.4854 -2.6720
H 6.6411 -6.0262 -4.2705
C -7.0653 12.0129 -9.6577
O -5.9931 11.5854 -10.4890
C -5.0810 10.5914 -9.8090
C -4.3564 9.6912 -10.8738
N -3.2748 8.8671 -10.2663
C -2.5236 8.1897 -11.3328
C -1.4273 7.4163 -10.7338
O -0.9078 6.6159 -11.8434
C 0.1520 5.6740 -11.4439
H -6.6576 12.5708 -8.8148
H -7.5713 11.2053 -9.1288
H -7.7422 12.6626 -10.2125
H -5.6922 9.9042 -9.2240
H -4.3661 11.0514 -9.1269
H -3.9843 10.3376 -11.6686
H -5.1336 9.0690 -11.3176
H -3.6824 8.1917 -9.6356
H -2.1132 8.8408 -12.1046
H -3.2899 7.5550 -11.7780
H -1.6653 6.7476 -9.9066
H -0.6762 8.0881 -10.3183
H 0.4806 5.1370 -12.3338
H -0.1382 4.9191 -10.7132
H 0.9533 6.2353 -10.9632
C -5.5580 4.3537 1.6333
O -4.9567 3.3338 0.9397
C -5.8089 2.6391 0.0227
C -5.0127 1.5673 -0.7358
N -4.1343 2.0574 -1.7198
C -3.4848 1.0500 -2.5064
C -2.7664 1.7170 -3.6447
O -1.9146 2.7473 -3.2986
C -1.3444 3.4414 -4.3576
H -4.8862 4.7118 2.4134
H -6.4951 4.0537 2.1023
H -5.8376 5.1230 0.9135
H -6.3027 3.2989 -0.6907
H -6.5808 2.0978 0.5698
H -5.7898 0.8946 -1.0987
H -4.4392 0.9866 -0.0134
H -3.4388 2.4718 -1.1159
H -4.1898 0.3541 -2.9611
H -2.8179 0.4711 -1.8675
H -3.5559 2.0939 -4.2949
H -2.2983 0.8760 -4.1563
H -0.9337 2.7144 -5.0582
H -0.5112 4.0440 -3.9959
H -2.0159 4.0832 -4.9278
C -5.7761 0.3923 -5.9934
O -4.5907 -0.2503 -6.4992
C -4.4994 -1.7013 -6.3369
C -3.1968 -2.3040 -6.8002
N -3.2283 -2.2832 -8.2560
C -1.9465 -2.7133 -8.7671
C -1.9131 -2.6206 -10.3496
O -2.8192 -3.4307 -11.0352
C -2.4614 -3.7030 -12.3770
H -5.8613 0.4210 -4.9071
H -6.7609 0.1424 -6.3881
H -5.7013 1.4571 -6.2138
H -5.3222 -2.1950 -6.8540
H -4.7963 -1.9370 -5.3149
H -3.1476 -3.3298 -6.4349
H -2.3109 -2.0159 -6.2342
H -3.4926 -1.3675 -8.5905
H -1.7684 -3.6846 -8.3058
H -1.1329 -2.0734 -8.4256
H -0.8723 -2.7982 -10.6202
H -2.0159 -1.5921 -10.6956
H -2.5081 -2.7971 -12.9814
H -3.0602 -4.5038 -12.8107
H -1.4392 -4.0424 -12.5442
O -3.0537 1.0949 -7.8988
C -3.3704 2.4710 -7.8926
C -2.2087 3.2625 -8.4976
O -1.0323 3.3241 -7.6831
H -3.6661 0.6465 -7.3110
H -4.3041 2.5144 -8.4534
H -3.6841 2.9905 -6.9872
H -2.5519 4.2763 -8.7038
H -1.8588 2.8416 -9.4402
H -0.4503 3.9834 -8.0681
```

no.,electronic energy (hartree)
1,-4066.8182
2,-4806.7139
3,-4215.2339